Entry 1:
An isolated molecule of C7H12Si. Source: the OMol25 dataset; level of theory: ωB97M-V/def2-TZVPD.

Calculated values
gap between HOMO and LUMO: 9.07 eV
highest occupied orbital energy: -0.3022 hartree
SMILES: CCC1=C([SiH3])CC=C1
energy above the lowest of the compared OMol25 structures with the same formula, charge and spin: 1.8131 eV

```
! RIJCOSX wB97M-V def2-TZVPD def2/J DEFGRID3
* xyz 0 1
C -2.19 -0.79 -1.00
C -1.42 -0.70 0.29
C -0.42 0.37 0.16
C 0.93 0.30 0.20
Si 2.19 -1.07 0.21
C 1.54 1.68 0.32
C 0.25 2.49 0.33
C -0.85 1.67 0.19
H -2.87 0.07 -1.21
H -2.87 -1.51 -0.96
H -1.56 -1.09 -1.85
H -0.97 -1.70 0.55
H -1.97 -0.48 1.14
H 2.54 -1.57 -1.15
H 1.67 -2.42 0.81
H 3.33 -0.61 0.83
H 2.30 2.04 -0.51
H 2.10 1.81 1.26
H 0.23 3.48 0.61
H -1.88 1.86 0.24
*
```

Entry 2:
An isolated molecule of C7H13Br2OP. Source: the OMol25 dataset; level of theory: ωB97M-V/def2-TZVPD.

Calculated values
gap between HOMO and LUMO (alpha / beta): 7.32 / 8.81 eV
highest occupied orbital energy (alpha / beta): -0.3107 / -0.3406 hartree
energy above the lowest of the compared OMol25 structures with the same formula, charge and spin: 4.2753 eV

```
! RIJCOSX wB97M-V def2-TZVPD def2/J DEFGRID3
* xyz 0 1
C 1.04 1.35 0.44
C -0.88 -0.27 -1.12
C -0.22 1.58 1.51
C -1.44 1.93 0.75
C -2.77 1.78 1.30
C 1.40 -2.46 -1.54
C 1.65 -1.41 -0.58
O 1.44 0.80 -2.15
P 0.78 0.19 -1.03
Br -0.38 -0.04 2.52
Br -1.07 3.53 -0.37
H 1.21 2.34 -0.02
H 1.96 1.09 1.03
H -1.41 -1.19 -0.70
H -1.38 0.14 -1.90
H 0.02 2.39 2.24
H -3.14 2.74 1.39
H -2.63 1.24 2.27
H -3.48 1.06 0.78
H 1.94 -3.36 -1.45
H 0.37 -2.51 -1.79
H 1.79 -2.09 -2.50
H 2.74 -1.32 -0.42
H 1.18 -1.61 0.46
*
```

Entry 3:
A structure of composition C7H13BrO3S. Source: the OMol25 dataset; level of theory: ωB97M-V/def2-TZVPD.

Calculated values
gap between HOMO and LUMO: 10.15 eV
highest occupied orbital energy: -0.3562 hartree
energy above the lowest of the compared OMol25 structures with the same formula, charge and spin: 1.8990 eV

```
! RIJCOSX wB97M-V def2-TZVPD def2/J DEFGRID3
* xyz 0 1
C -2.46 1.63 -0.28
C 0.32 -2.55 0.37
C -1.42 2.21 -1.02
C 0.98 -1.23 0.86
C -0.11 2.47 -0.24
C 0.37 -0.06 0.02
C 0.35 1.30 0.73
O -2.82 1.91 0.87
O -5.63 1.32 0.46
O -3.29 0.76 -0.86
S -4.44 0.55 0.55
Br -4.99 -1.42 -0.28
H 0.33 -2.71 -0.64
H -0.81 -2.53 0.62
H 0.75 -3.45 0.90
H -1.60 3.21 -1.42
H -1.23 1.66 -1.86
H 0.71 -1.14 1.85
H 2.10 -1.31 0.81
H -0.05 3.34 0.50
H 0.71 2.64 -0.85
H -0.74 -0.27 -0.10
H 0.96 -0.16 -0.93
H 1.35 1.48 1.12
H -0.15 1.17 1.67
*
```

Entry 4:
A cluster of 2 separate species, C7H13Cl2N2S in total. Source: the OMol25 dataset; level of theory: ωB97M-V/def2-TZVPD.

Calculated values
gap between HOMO and LUMO: 8.17 eV
highest occupied orbital energy: -0.4713 hartree
energy above the lowest of the compared OMol25 structures with the same formula, charge and spin: 0.0000 eV

```
! RIJCOSX wB97M-V def2-TZVPD def2/J DEFGRID3
* xyz 1 1
C -0.42 0.47 2.23
C -0.06 -0.58 -2.71
C 0.34 0.69 -2.55
C 1.54 -0.58 1.33
C 0.29 -1.49 -3.83
C 2.37 -0.67 0.03
C -3.06 1.35 2.78
N -0.02 0.70 3.41
N 0.49 0.12 1.25
S -2.07 0.61 1.44
Cl -0.21 1.91 -1.40
Cl 1.88 -1.58 2.57
H -0.72 -1.02 -1.85
H 0.91 1.27 -3.33
H 1.06 -2.21 -3.48
H 0.70 -0.91 -4.58
H -0.74 -1.94 -4.01
H 1.98 -1.65 -0.44
H 3.48 -0.74 0.35
H 2.24 0.15 -0.62
H -4.07 0.85 2.90
H -3.26 2.31 2.39
H -2.37 1.38 3.61
H -0.54 1.01 4.18
H 0.26 0.54 0.33
*
```

Entry 5:
A cluster of 2 separate species, C7H13ClN2O3S in total. Source: the OMol25 dataset; level of theory: ωB97M-V/def2-TZVPD.

Calculated values
gap between HOMO and LUMO: 5.92 eV
highest occupied orbital energy: -0.2361 hartree
energy above the lowest of the compared OMol25 structures with the same formula, charge and spin: 0.0000 eV

```
! RIJCOSX wB97M-V def2-TZVPD def2/J DEFGRID3
* xyz 0 1
O 4.28 -1.14 -1.51
S 3.71 -0.19 -0.60
O 4.16 -0.28 0.75
Cl 4.19 1.69 -1.32
C 1.92 -0.24 -0.70
C 1.22 -0.55 0.62
C 0.64 0.67 1.35
C -0.39 1.51 0.58
C -1.60 0.74 0.16
C -2.16 -0.39 0.66
N -3.23 -0.67 -0.17
C -3.34 0.26 -1.10
N -2.36 1.14 -0.92
H 1.69 -1.05 -1.40
H 1.60 0.68 -1.19
H 1.94 -1.01 1.29
H 0.47 -1.36 0.42
H 0.18 0.28 2.26
H 1.45 1.34 1.65
H -0.68 2.39 1.16
H 0.08 1.90 -0.32
H -1.81 -0.96 1.50
H -3.83 -1.47 -0.08
H -4.08 0.31 -1.88
H -2.20 1.96 -1.48
O -0.49 -2.98 0.21
H -1.36 -2.57 0.07
*
```

Entry 6:
A cluster of 2 separate species, C7H13F in total. Source: the OMol25 dataset; level of theory: ωB97M-V/def2-TZVPD.

Calculated values
gap between HOMO and LUMO (alpha / beta): 8.88 / 7.97 eV
highest occupied orbital energy (alpha / beta): -0.2896 / -0.2548 hartree
energy above the lowest of the compared OMol25 structures with the same formula, charge and spin: 4.6208 eV

```
! RIJCOSX wB97M-V def2-TZVPD def2/J DEFGRID3
* xyz 0 1
C -1.42 -2.25 0.60
C -0.67 -2.12 -0.71
C -0.05 -1.54 0.52
C 1.10 0.36 1.71
C 0.03 2.67 -1.13
C 0.05 -0.18 0.79
C 0.63 1.27 -1.42
F 0.12 0.61 -2.53
H -2.17 -1.53 0.94
H -1.54 -3.16 1.15
H -0.29 -2.96 -1.28
H -1.02 -1.43 -1.53
H 0.77 -2.10 0.94
H 1.65 1.08 1.12
H 0.69 1.06 2.56
H 1.75 -0.40 2.00
H 0.70 3.55 -1.29
H -0.22 2.71 -0.03
H -0.89 2.74 -1.76
H -0.88 0.44 0.66
H 1.65 1.17 -1.29
*
```

Entry 7:
An isolated molecule of C7H13F. Source: the OMol25 dataset; level of theory: ωB97M-V/def2-TZVPD.

Calculated values
gap between HOMO and LUMO: 10.20 eV
highest occupied orbital energy: -0.3414 hartree
SMILES: CC(C)=CC(C)(C)F
energy above the lowest of the compared OMol25 structures with the same formula, charge and spin: 2.1287 eV

```
! RIJCOSX wB97M-V def2-TZVPD def2/J DEFGRID3
* xyz 0 1
C 2.29 -0.75 -1.52
C 0.98 -0.24 -1.12
C -0.16 -0.23 -2.12
C 0.78 -0.06 0.17
C -0.77 0.52 0.93
C -1.63 -0.66 1.38
C -0.54 1.53 2.09
F -1.44 1.36 -0.08
H 3.07 -0.43 -0.87
H 2.24 -1.86 -1.49
H 2.60 -0.52 -2.63
H 0.26 0.16 -3.08
H -0.82 0.55 -1.86
H -0.82 -1.22 -2.18
H 1.46 0.07 1.01
H -1.07 -1.60 1.67
H -2.39 -0.48 2.18
H -2.14 -1.14 0.42
H 0.16 2.35 2.07
H -0.39 0.81 2.87
H -1.65 1.83 2.18
*
```

Entry 8:
The ion C7H13FN with charge +1. Source: the OMol25 dataset; level of theory: ωB97M-V/def2-TZVPD.

Calculated values
gap between HOMO and LUMO: 9.40 eV
highest occupied orbital energy: -0.5205 hartree
SMILES: C=CCCC/C(C)=[NH+]/F
energy above the lowest of the compared OMol25 structures with the same formula, charge and spin: 4.6953 eV

```
! RIJCOSX wB97M-V def2-TZVPD def2/J DEFGRID3
* xyz 1 1
C 2.63 -0.07 -0.27
C 1.79 0.94 -0.41
C 0.84 1.04 -1.53
C -0.67 1.26 -1.01
C -1.21 -0.08 -0.63
C -0.92 -0.65 0.87
C -2.00 -0.87 1.74
N 0.24 -1.23 1.02
F 0.46 -2.09 2.19
H 3.44 -0.41 0.46
H 2.36 -0.83 -1.08
H 1.90 1.95 0.19
H 0.88 0.11 -1.98
H 1.15 1.82 -2.30
H -1.12 1.52 -2.00
H -0.85 2.00 -0.27
H -0.96 -0.98 -1.23
H -2.32 -0.02 -0.66
H -2.14 0.10 2.36
H -1.81 -1.73 2.46
H -2.95 -0.81 1.39
H 1.27 -0.96 0.71
*
```

Entry 9:
The ion C7H13FN with charge +1. Source: the OMol25 dataset; level of theory: ωB97M-V/def2-TZVPD.

Calculated values
gap between HOMO and LUMO: 10.59 eV
highest occupied orbital energy: -0.5531 hartree
SMILES: FCCC[C@H]1CC=[NH+]C1
energy above the lowest of the compared OMol25 structures with the same formula, charge and spin: 0.0000 eV

```
! RIJCOSX wB97M-V def2-TZVPD def2/J DEFGRID3
* xyz 1 1
F 0.29 2.05 2.05
C -0.33 2.41 0.85
C -1.42 1.41 0.50
C -1.06 0.30 -0.53
C 0.41 -0.07 -0.65
C 1.07 -0.52 0.67
C 0.82 -1.97 0.69
N 0.63 -2.41 -0.49
C 0.55 -1.35 -1.52
H 0.44 2.50 0.09
H -0.75 3.40 1.00
H -2.25 1.98 0.09
H -1.79 0.95 1.41
H -1.44 0.56 -1.51
H -1.59 -0.61 -0.23
H 1.04 0.72 -1.07
H 2.16 -0.48 0.50
H 0.91 0.05 1.58
H 0.82 -2.61 1.56
H 0.52 -3.39 -0.70
H 1.36 -1.39 -2.24
H -0.38 -1.53 -2.06
*
```

Entry 10:
A cluster of 2 separate species, C7H13FN2O2S in total. Source: the OMol25 dataset; level of theory: ωB97M-V/def2-TZVPD.

Calculated values
gap between HOMO and LUMO (alpha / beta): 5.24 / 7.61 eV
highest occupied orbital energy (alpha / beta): -0.1664 / -0.3417 hartree
<S²>: 2.006

```
! RIJCOSX wB97M-V def2-TZVPD def2/J DEFGRID3
* xyz 0 3
C -1.98 -0.46 -0.16
C -0.57 1.55 0.43
C -0.03 0.25 -1.58
C -1.01 -1.39 0.44
C 0.19 0.53 1.21
C -1.21 0.74 -0.80
C 0.71 -0.62 -0.89
N 0.30 -0.84 0.55
N 1.81 -1.31 -1.27
O 3.75 0.61 1.66
O 3.89 0.96 -0.72
F 4.72 -1.19 0.18
S 3.41 -0.14 0.45
H -2.44 -0.82 -1.02
H -2.72 -0.07 0.55
H -1.27 2.24 1.04
H -0.01 2.29 -0.08
H -0.14 0.30 -2.63
H 4.59 1.66 -0.36
H -1.43 -1.64 1.55
H -0.90 -2.30 -0.14
H 1.25 0.89 1.50
H -0.18 0.35 2.20
H -1.71 1.48 -1.41
H 1.87 -1.13 -2.21
H 1.87 -2.20 -0.98
*
```

no.,total energy (eV)
1,-15328.69098
2,-158887.71143
3,-94488.02511
4,-46321.26618
5,-39946.79301
6,-10182.22189
7,-10184.71403
8,-11665.83765
9,-11670.53291
10,-28090.72077